[1]
Density functional theory data (the ωB97M-V functional and the def2-TZVPD basis) for a cluster of 2 separate species, C2H4Cl2O in total at a distorted geometry.

Atoms and positions in Å:
C (-0.6975, -0.4036, 0.3810)
C (0.1268, -0.0152, -0.7542)
O (0.9909, 1.5690, 0.6946)
Cl (-1.5922, -1.9629, -0.0526)
Cl (-0.1714, 0.7355, -2.1632)
H (-0.0451, -0.6933, 1.1999)
H (-1.5286, 0.2355, 0.7622)
H (1.0970, -0.4827, -0.6454)
H (1.8202, 1.0177, 0.5776)

Properties
DFT total energy in Eh: -1074.09220
HOMO-LUMO gap (alpha / beta) in eV: 8.3 / 8.3
Multiplicity: 1

Results of the natural (NBO) charge analysis, in e, for atoms 1 through 8: atom 1 (C): -0.41, atom 2 (C): 0.00, atom 3 (O): -0.86, atom 4 (Cl): -0.10, atom 5 (Cl): 0.21, atom 6 (H): 0.26, atom 7 (H): 0.26, atom 8 (H): 0.22

=====

[2]
Density functional theory data (the ωB97M-V functional and the def2-TZVPD basis) for an isolated molecule of C3H8N3P at a distorted geometry.

Atoms and positions in Å:
C (-0.5198, 0.0429, 0.6323)
C (-0.2013, -0.9995, 1.7471)
C (0.6792, 1.4862, -0.9977)
N (-1.8256, -0.4604, 0.0295)
N (0.8793, -0.9109, -0.9828)
N (0.5688, 0.2175, -0.3645)
P (-2.1183, -1.2002, -1.2483)
H (-0.5429, 1.0819, 0.8899)
H (0.5907, -0.8164, 2.4570)
H (0.0520, -1.8205, 1.1246)
H (-1.0730, -1.1969, 2.2209)
H (0.2738, 2.3035, -0.4674)
H (1.8187, 1.6757, -1.1949)
H (0.0789, 1.4875, -2.0201)
H (1.3395, -0.8902, -1.8257)

Properties
DFT total energy in Eh: -624.57197
HOMO-LUMO gap (alpha / beta) in eV: 7.0 / 7.7
Multiplicity: 1

Results of the natural (NBO) charge analysis, in e, for atoms 1 through 8: atom 1 (C): 0.11, atom 2 (C): -0.61, atom 3 (C): -0.44, atom 4 (N): -0.93, atom 5 (N): -0.51, atom 6 (N): -0.19, atom 7 (P): 0.77, atom 8 (H): 0.19

=====

[3]
Density functional theory data (the ωB97M-V functional and the def2-TZVPD basis) for the ion C9H12NO2 with charge +1 at a distorted geometry.

Atoms and positions in Å:
O (-0.9437, 1.6331, 1.1080)
C (-0.7137, 0.4516, 0.4966)
C (0.7764, 0.1572, 0.2902)
C (1.5813, 1.2166, -0.0745)
C (2.9136, 0.9591, -0.3083)
C (3.3867, -0.3210, -0.1413)
C (2.6319, -1.3302, 0.2850)
C (1.2816, -1.1396, 0.4830)
N (-1.4860, 0.6210, -0.9473)
C (-2.4497, -0.4028, -0.9785)
C (-2.6740, -0.7870, 0.5826)
O (-1.3074, -0.6342, 1.0180)
H (-1.4693, 1.3932, 1.9817)
H (1.1847, 2.2412, -0.1117)
H (3.7712, 1.6040, -0.6608)
H (4.5488, -0.4856, -0.3070)
H (2.8757, -2.4261, 0.4080)
H (0.5637, -1.9138, 0.8140)
H (-0.7907, 0.5839, -1.7862)
H (-1.8070, 1.6114, -0.8535)
H (-2.0098, -1.2588, -1.4385)
H (-3.4131, -0.0959, -1.4476)
H (-3.3449, 0.0906, 0.9249)
H (-3.1064, -1.7678, 0.6631)

Properties
Total charge: +1
DFT total energy in Eh: -555.08834
HOMO-LUMO gap in eV: 9.8
Multiplicity: 1

Results of the natural (NBO) charge analysis, in e, for atoms 1 through 8: atom 1 (O): -0.71, atom 2 (C): 0.70, atom 3 (C): -0.15, atom 4 (C): -0.21, atom 5 (C): -0.20, atom 6 (C): -0.18, atom 7 (C): -0.20, atom 8 (C): -0.19

=====

[4]
Density functional theory data (the ωB97M-V functional and the def2-TZVPD basis) for a structure of composition C34H46FKN8O5SSi at a distorted geometry.

Atoms and positions in Å:
K (0.2233, -1.2150, 0.0222)
C (3.0089, -3.3945, 1.2103)
Si (3.6830, -1.7524, 0.5743)
C (5.4267, -1.5980, 1.3053)
C (3.9320, -1.9769, -1.2796)
N (2.5721, -0.5599, 0.9764)
C (2.6962, 0.6628, 1.5034)
C (1.5634, 1.3453, 2.0363)
C (1.6488, 2.5778, 2.6470)
C (2.8618, 3.2521, 2.7631)
C (3.9881, 2.6216, 2.2414)
C (3.9199, 1.3837, 1.6363)
H (3.7235, -4.2124, 1.1099)
H (2.1136, -3.6787, 0.6579)
H (2.7196, -3.2923, 2.2574)
H (5.9549, -2.5464, 1.1747)
H (5.3931, -1.3681, 2.3698)
H (6.0120, -0.8202, 0.8179)
H (4.5717, -2.8364, -1.4910)
H (4.4020, -1.0913, -1.7100)
H (2.9883, -2.1455, -1.8002)
H (0.6022, 0.8435, 1.9753)
H (0.7484, 3.0293, 3.0573)
H (2.9267, 4.2193, 3.2447)
H (4.9531, 3.1173, 2.3051)
H (4.8185, 0.9462, 1.2314)
F (2.8623, 0.2606, -7.2461)
C (2.8590, 0.5184, -5.9173)
C (1.8206, 0.1708, -5.1441)
N (1.7674, 0.4539, -3.8064)
C (0.6715, -0.0996, -3.0088)
C (0.6360, -1.6547, -3.0817)
O (1.0698, -2.1454, -4.1294)
O (0.1595, -2.2178, -2.0791)
C (2.8101, 1.0945, -3.1742)
O (2.8208, 1.3989, -2.0061)
N (3.8809, 1.4056, -4.0079)
C (4.0246, 1.1763, -5.3659)
O (5.0220, 1.5227, -5.9739)
H (0.9671, -0.3530, -5.5461)
H (-0.2714, 0.2642, -3.4237)
H (0.7640, 0.2796, -1.9954)
H (4.6574, 1.8564, -3.5412)
C (-0.6068, -6.8100, 0.4021)
C (-0.7594, -5.2994, 0.4252)
N (-1.0930, -4.8214, 1.7578)
C (-1.8527, -3.6422, 1.8775)
S (-1.1438, -2.3784, 2.8325)
N (-2.9877, -3.5148, 1.2970)
C (-3.5931, -4.6515, 0.6547)
C (-3.7903, -4.4116, -0.8368)
H (-0.3692, -7.1590, -0.6029)
H (-1.5255, -7.2940, 0.7364)
H (0.1983, -7.1301, 1.0654)
H (-1.5347, -4.9827, -0.2795)
H (0.1661, -4.8321, 0.0710)
H (-0.2646, -4.7044, 2.3322)
H (-3.0551, -2.0666, 0.5082)
H (-4.5893, -4.7921, 1.1012)
H (-3.0497, -5.5903, 0.8332)
H (-4.4221, -3.5385, -0.9932)
H (-4.2627, -5.2753, -1.3122)
H (-2.8479, -4.2056, -1.3463)
C (-5.4095, -0.9233, 0.1487)
C (-3.9944, -0.3449, 0.2486)
C (-3.7133, 0.1061, 1.6814)
C (-3.8247, 0.8157, -0.7228)
O (-3.0597, -1.3269, -0.1470)
H (-6.1700, -0.1660, 0.3546)
H (-5.5276, -1.7366, 0.8650)
H (-5.5704, -1.3210, -0.8546)
H (-4.4167, 0.8843, 1.9864)
H (-2.6933, 0.4873, 1.7654)
H (-3.7772, -0.7376, 2.3690)
H (-4.4885, 1.6439, -0.4654)
H (-4.0501, 0.4910, -1.7396)
H (-2.7939, 1.1699, -0.7086)
N (-2.7491, 8.8057, 4.5606)
C (-2.4012, 7.9886, 3.8256)
C (-1.9648, 6.9676, 2.9061)
C (-2.1036, 5.6203, 3.2346)
C (-1.6935, 4.6442, 2.3491)
C (-1.1339, 5.0034, 1.1184)
C (-0.9884, 6.3556, 0.7988)
C (-1.4042, 7.3298, 1.6855)
N (-0.7140, 4.0206, 0.2126)
C (-0.2230, 4.1990, -1.0750)
C (0.0456, 2.9605, -1.5498)
N (-0.2515, 2.0077, -0.6031)
C (-0.7075, 2.6645, 0.4144)
H (-2.5339, 5.3339, 4.1842)
H (-1.8119, 3.6079, 2.6216)
H (-0.5405, 6.6495, -0.1367)
H (-1.2874, 8.3746, 1.4318)
H (-0.0988, 5.1665, -1.5169)
H (0.4704, 2.6941, -2.4974)
H (-1.0097, 2.2224, 1.3419)

Properties
Total charge: -2
DFT total energy in Eh: -3525.15698
HOMO-LUMO gap in eV: 4.9
Multiplicity: 1

Results of the natural (NBO) charge analysis, in e, for atoms 1 through 8: atom 1 (K): 0.90, atom 2 (C): -1.12, atom 3 (Si): 1.81, atom 4 (C): -1.13, atom 5 (C): -1.13, atom 6 (N): -1.19, atom 7 (C): 0.21, atom 8 (C): -0.24

=====

[5]
Density functional theory data (the ωB97M-V functional and the def2-TZVPD basis) for a structure of composition C4H2Br2N2O2S at a distorted geometry.

Atoms and positions in Å:
C (0.0904, -0.2841, -0.5126)
C (-0.4560, -0.4613, 0.8093)
C (1.9545, -0.7490, 0.4611)
C (5.3854, 0.0671, 0.2352)
N (1.4126, -0.5632, -0.6921)
N (4.1867, 0.3282, 0.7183)
O (3.5516, 1.2660, 1.0462)
O (3.2054, -1.0307, 0.6909)
S (0.9418, -0.7315, 1.8578)
Br (5.8898, -1.6330, -0.2923)
Br (6.6051, 1.4711, 0.1240)
H (-0.5306, 0.0017, -1.4005)
H (-1.3572, -0.2796, 1.3543)

Properties
DFT total energy in Eh: -5959.65885
HOMO-LUMO gap in eV: 8.1
Multiplicity: 1

Results of the natural (NBO) charge analysis, in e, for atoms 1 through 8: atom 1 (C): -0.03, atom 2 (C): -0.44, atom 3 (C): 0.30, atom 4 (C): -0.15, atom 5 (N): -0.44, atom 6 (N): 0.31, atom 7 (O): -0.32, atom 8 (O): -0.47

=====

[6]
Density functional theory data (the ωB97M-V functional and the def2-TZVPD basis) for a structure of composition C14H26BN2PSn at a distorted geometry.

Atoms and positions in Å:
C (2.6276, 1.5199, -2.8204)
C (1.4605, 2.1355, -2.3683)
C (0.9196, 1.7775, -1.1172)
C (1.6099, 0.8254, -0.3663)
C (2.6566, 0.0693, -0.8906)
C (3.2291, 0.4764, -2.1070)
C (-0.4234, 2.3164, -0.6984)
C (-1.4827, 2.1011, -1.8274)
N (-1.9105, 0.7461, -2.0895)
Sn (1.2420, 0.4085, 1.7946)
C (3.0803, -1.1987, -0.1785)
P (1.6248, -1.9036, 0.7375)
H (0.9655, 2.8815, -3.0027)
H (4.0944, -0.0527, -2.5315)
H (3.0648, 1.8538, -3.7633)
H (3.8906, -1.0146, 0.5448)
H (3.4177, -1.9831, -0.8769)
H (-0.7752, 1.8777, 0.2489)
H (-0.3899, 3.4022, -0.5269)
H (-2.4031, 2.6770, -1.5975)
C (2.2907, -3.3153, 1.6197)
C (0.5362, -2.5344, -0.5829)
H (-1.0330, 2.5103, -2.7566)
C (-1.3872, 0.0045, -3.1969)
C (-3.0385, 0.1758, -1.4142)
H (-1.8117, -0.0882, 1.3806)
H (-2.0410, 0.0802, -4.0887)
H (-0.3808, 0.3750, -3.4512)
H (-1.3382, -1.0652, -2.9202)
H (-3.9475, 0.2150, -2.0436)
H (-2.8329, -0.8817, -1.2023)
H (-3.2269, 0.7034, -0.4728)
H (1.0293, -3.3837, -1.0930)
H (-0.4111, -2.8773, -0.1224)
H (0.3123, -1.7563, -1.3340)
H (2.9615, -3.8968, 0.9709)
H (2.8471, -2.9873, 2.5094)
H (1.4653, -3.9679, 1.9352)
H (-1.9225, -0.1263, 2.1125)
B (-2.5128, 0.7918, 6.7618)
C (-2.2806, 0.3743, 5.2738)
N (-2.0582, 0.0557, 4.1760)
H (-3.6434, 0.4557, 7.0810)
H (-2.3872, 2.0043, 6.8432)
H (-1.6875, 0.2190, 7.4513)

Properties
Total charge: +2
DFT total energy in Eh: -1238.25979
HOMO-LUMO gap (alpha / beta) in eV: 5.5 / 6.0
Multiplicity: 1

Results of the natural (NBO) charge analysis, in e, for atoms 1 through 8: atom 1 (C): -0.18, atom 2 (C): -0.17, atom 3 (C): -0.09, atom 4 (C): -0.51, atom 5 (C): -0.06, atom 6 (C): -0.19, atom 7 (C): -0.41, atom 8 (C): -0.26

=====

[7]
Density functional theory data (the ωB97M-V functional and the def2-TZVPD basis) for a cluster of 2 separate species, C4H7NO2 in total.

Atoms and positions in Å:
O (-1.4454, -0.4438, 1.5536)
C (-0.4965, 0.2533, 0.8209)
C (0.9199, -0.2052, 0.8190)
N (1.3586, 0.0106, -0.3980)
C (0.4231, 0.3888, -1.3422)
C (-0.8346, 0.3836, -0.6824)
O (-2.0022, 0.4561, -1.0552)
H (-2.2566, -0.3562, 1.0189)
H (-0.4234, 1.3168, 1.1458)
H (1.5735, -0.4757, 1.6357)
H (0.3077, -2.5315, -0.5169)
H (2.3339, -0.1106, -0.6447)
H (0.1074, -2.2494, -1.1782)
H (0.6797, 0.4078, -2.3898)

Properties
DFT total energy in Eh: -361.75225
HOMO-LUMO gap (alpha / beta) in eV: 8.1 / 8.1
Multiplicity: 1

Results of the natural (NBO) charge analysis, in e, for atoms 1 through 8: atom 1 (O): -0.69, atom 2 (C): -0.05, atom 3 (C): 0.02, atom 4 (N): -0.37, atom 5 (C): -0.31, atom 6 (C): 0.46, atom 7 (O): -0.62, atom 8 (H): 0.50

=====

[8]
Density functional theory data (the ωB97M-V functional and the def2-TZVPD basis) for an isolated molecule of C4H2N2 at a distorted geometry.

Atoms and positions in Å:
N (-2.5741, -1.4102, 0.1134)
C (-1.6782, -0.6209, -0.1490)
C (-0.7155, 0.5128, -0.1734)
C (0.6674, 0.5187, 0.1603)
C (1.8618, -0.4820, -0.0252)
N (2.5219, -1.4898, -0.0548)
H (-1.0204, 1.4304, -0.1435)
H (0.9371, 1.5411, 0.2723)

Properties
DFT total energy in Eh: -263.01243
HOMO-LUMO gap in eV: 9.4
Multiplicity: 1

In the natural (NBO) picture, each atom carries the following charge in e: atom 1 (N): -0.25, atom 2 (C): 0.23, atom 3 (C): -0.21, atom 4 (C): -0.19, atom 5 (C): 0.23, atom 6 (N): -0.25, atom 7 (H): 0.22, atom 8 (H): 0.23